1.
DFT (the ωB97M-V functional and the def2-TZVPD basis) results for an isolated molecule of C5H8OS in a non-equilibrium geometry.

Last columns: bonded neighbours and bond lengths (Å).
Element x y z (Å)
1 O -0.233 1.859 -0.532  C2 1.430, H8 0.901
2 C -0.514 0.902 0.493  O1 1.430, C3 1.544, C6 1.449, H9 1.100
3 C -1.878 0.261 0.156  C2 1.544, C4 1.579, H10 1.025, H11 1.146
4 C -1.574 -1.188 -0.392  C3 1.579, C5 1.269, H12 1.176
5 C -0.369 -1.526 -0.179  C4 1.269, C6 1.588, H13 1.155
6 C 0.300 -0.295 0.567  C2 1.449, C5 1.588, S7 1.754, H14 1.104
7 S 1.947 -0.212 -0.027  C6 1.754, H15 1.320
8 H 0.610 2.153 -0.652  O1 0.901
9 H -0.464 1.425 1.459  C2 1.100
10 H -2.207 -0.047 1.077  C3 1.025
11 H -2.608 0.968 -0.374  C3 1.146
12 H -2.435 -1.824 -0.878  C4 1.176
13 H 0.298 -2.468 -0.175  C5 1.155
14 H 0.206 -0.551 1.637  C6 1.104
15 H 1.528 -0.065 -1.270  S7 1.320

The spin multiplicity is 1. As for the HOMO-LUMO gap: 9.90 eV. Its energy above the lowest of the compared OMol25 structures with the same formula, charge and spin is 210.3 kJ/mol. The calculation puts the HOMO energy at -0.3348 Ha.

***

2.
DFT (the ωB97M-V functional and the def2-TZVPD basis) results for a cluster of 6 separate species, C21H34F2O6S3 in total in a non-equilibrium geometry.

Last columns: bonded neighbours and bond lengths (Å).
Element x y z (Å)
1 F 2.333 1.740 -4.790  C2 1.346
2 C 1.130 2.240 -5.126  F1 1.346, C3 1.376, C7 1.380
3 C 0.327 1.502 -5.964  C2 1.376, C4 1.387, H8 1.085
4 C -0.932 1.946 -6.342  C3 1.387, C5 1.388, H9 1.080
5 C -1.397 3.136 -5.800  C4 1.388, C6 1.388, H10 1.083
6 C -0.602 3.856 -4.918  C5 1.388, C7 1.382, H11 1.083
7 C 0.677 3.435 -4.606  C2 1.380, C6 1.382, H12 1.084
8 H 0.717 0.583 -6.387  C3 1.085
9 H -1.527 1.333 -7.003  C4 1.080
10 H -2.376 3.505 -6.080  C5 1.083
11 H -0.905 4.849 -4.612  C6 1.083
12 H 1.332 3.986 -3.940  C7 1.084
13 F 0.651 -0.641 3.440  C14 1.353
14 C 1.672 -1.069 4.218  F13 1.353, C15 1.380, C19 1.375
15 C 1.642 -2.360 4.703  C14 1.380, C16 1.386, H20 1.085
16 C 2.619 -2.770 5.597  C15 1.386, C17 1.384, H21 1.082
17 C 3.687 -1.935 5.875  C16 1.384, C18 1.385, H22 1.082
18 C 3.684 -0.634 5.398  C17 1.385, C19 1.389, H23 1.082
19 C 2.631 -0.169 4.622  C14 1.375, C18 1.389, H24 1.083
20 H 0.747 -2.947 4.523  C15 1.085
21 H 2.662 -3.809 5.895  C16 1.082
22 H 4.542 -2.340 6.399  C17 1.082
23 H 4.495 0.036 5.653  C18 1.082
24 H 2.559 0.859 4.291  C19 1.083
25 C 3.520 -2.795 -1.394  S26 1.805, H29 1.091, H30 1.089, H31 1.088
26 S 4.138 -3.339 0.212  C25 1.805, O27 1.489, C28 1.810
27 O 5.037 -2.258 0.704  S26 1.489
28 C 2.603 -3.087 1.137  S26 1.810, H32 1.087, H33 1.089, H34 1.086
29 H 3.986 -3.390 -2.180  C25 1.091
30 H 3.831 -1.762 -1.545  C25 1.089
31 H 2.439 -2.907 -1.450  C25 1.088
32 H 2.284 -2.085 0.863  C28 1.087
33 H 2.939 -3.081 2.173  C28 1.089
34 H 1.861 -3.855 0.944  C28 1.086
35 C 0.370 1.461 0.658  S36 1.809, H39 1.087, H40 1.090, H41 1.088
36 S 1.516 0.344 -0.186  C35 1.809, O37 1.495, C38 1.810
37 O 0.653 -0.741 -0.743  S36 1.495
38 C 1.886 1.447 -1.573  S36 1.810, H42 1.087, H43 1.090, H44 1.088
39 H -0.575 1.484 0.122  C35 1.087
40 H 0.863 2.432 0.691  C35 1.090
41 H 0.252 1.120 1.684  C35 1.088
42 H 1.413 1.038 -2.463  C38 1.087
43 H 2.952 1.543 -1.779  C38 1.090
44 H 1.537 2.455 -1.357  C38 1.088
45 C -3.578 -0.207 -4.815  S46 1.811, H49 1.091, H50 1.089, H51 1.088
46 S -2.438 -1.523 -4.315  C45 1.811, O47 1.484, C48 1.788
47 O -1.498 -1.759 -5.439  S46 1.484
48 C -1.516 -0.574 -3.113  S46 1.788, H52 1.099, H53 1.089, H54 1.090
49 H -3.113 0.764 -4.993  C45 1.091
50 H -4.298 -0.082 -4.008  C45 1.089
51 H -3.957 -0.581 -5.764  C45 1.088
52 H -2.140 0.130 -2.543  C48 1.099
53 H -0.752 -0.006 -3.641  C48 1.089
54 H -1.110 -1.150 -2.282  C48 1.090
55 C -5.783 1.101 5.810  O56 1.424, H61 1.086, H62 1.091, H63 1.088
56 O -5.337 1.041 4.459  C55 1.424, C57 1.329
57 C -4.102 0.573 4.305  O56 1.329, O58 1.197, O59 1.339
58 O -3.443 0.052 5.158  C57 1.197
59 O -3.719 0.802 3.043  C57 1.339, C60 1.417
60 C -2.582 0.069 2.620  O59 1.417, H64 1.092, H65 1.090, H66 1.085
61 H -6.637 1.771 5.810  C55 1.086
62 H -5.019 1.525 6.463  C55 1.091
63 H -6.043 0.114 6.188  C55 1.088
64 H -2.744 -1.011 2.646  C60 1.092
65 H -1.715 0.260 3.252  C60 1.090
66 H -2.347 0.332 1.594  C60 1.085

The spin multiplicity is 1. As for the HOMO-LUMO gap: 8.95 eV. Its energy above the lowest of the compared OMol25 structures with the same formula, charge and spin is 0.0 kJ/mol. The calculation puts the HOMO energy at -0.3156 Ha.

***

3.
DFT (the ωB97M-V functional and the def2-TZVPD basis) results for a cluster of 2 separate species, C19H29N4O6 in total in a non-equilibrium geometry.

Last columns: bonded neighbours and bond lengths (Å).
Element x y z (Å)
1 O -3.824 0.514 -1.753  C7 1.223
2 O -1.436 -0.061 -7.049  C8 1.225
3 O 2.905 1.993 0.846  C9 1.224
4 O -0.393 -1.167 5.388  C10 1.254
5 O 3.930 0.599 4.873  C11 1.230
6 O -1.769 -0.640 3.735  C10 1.247
7 C -2.694 0.069 -1.607  O1 1.223, C13 1.471, N17 1.382
8 C -0.561 -0.392 -6.259  O2 1.225, C12 1.478, C20 1.524
9 C 2.429 1.715 1.939  O3 1.224, N19 1.328, C21 1.514
10 C -0.753 -1.203 4.188  O4 1.254, O6 1.247, C27 1.538
11 C 2.762 0.218 4.922  O5 1.230, N18 1.339, C29 1.541
12 C -0.740 -0.234 -4.800  C8 1.478, C14 1.383, C15 1.476
13 C -1.760 -0.030 -2.740  C7 1.471, C15 1.381, N16 1.390
14 C 0.247 -0.096 -3.842  C12 1.383, N16 1.384, C22 1.504
15 C -2.030 -0.194 -4.084  C12 1.476, C13 1.381, C26 1.513
16 N -0.377 0.023 -2.612  C13 1.390, C14 1.384, H30 1.021
17 N -2.230 -0.233 -0.341  C7 1.382, C23 1.461, H31 1.013
18 N 2.123 0.021 6.083  C11 1.339, C24 1.460, H32 1.024
19 N 2.491 0.468 2.395  C9 1.328, C29 1.473, H33 1.005
20 C 0.685 -1.035 -6.855  C8 1.524, H34 1.092, H35 1.092, H36 1.094
21 C 1.747 2.785 2.764  C9 1.514, H37 1.088, H38 1.089, H39 1.088
22 C 1.741 0.012 -3.977  C14 1.504, H40 1.094, H41 1.095, H42 1.091
23 C -2.992 -0.066 0.894  N17 1.461, H43 1.094, H44 1.094, H45 1.094
24 C 2.700 0.225 7.408  N18 1.460, H46 1.092, H47 1.091, H48 1.090
25 C -4.002 1.003 -5.061  C26 1.529, H49 1.094, H50 1.094, H51 1.093
26 C -3.409 -0.356 -4.687  C15 1.513, C25 1.529, H52 1.094, H53 1.093
27 C 0.195 -1.872 3.179  C10 1.538, C28 1.536, H54 1.093, H55 1.093
28 C 1.669 -1.575 3.497  C27 1.536, C29 1.547, H56 1.091, H57 1.092
29 C 1.935 -0.059 3.652  C11 1.541, N19 1.473, C28 1.547, H58 1.089
30 H 0.114 0.217 -1.738  N16 1.021
31 H -1.305 -0.639 -0.268  N17 1.013
32 H 1.165 -0.336 6.028  N18 1.024
33 H 3.027 -0.167 1.830  N19 1.005
34 H 1.427 -0.269 -7.090  C20 1.092
35 H 1.115 -1.756 -6.155  C20 1.092
36 H 0.425 -1.565 -7.776  C20 1.094
37 H 2.220 2.836 3.742  C21 1.088
38 H 0.691 2.542 2.872  C21 1.089
39 H 1.853 3.743 2.258  C21 1.088
40 H 2.208 -0.957 -3.777  C22 1.094
41 H 2.129 0.740 -3.257  C22 1.095
42 H 2.030 0.348 -4.974  C22 1.091
43 H -2.502 0.668 1.540  C23 1.094
44 H -4.014 0.277 0.707  C23 1.094
45 H -3.051 -1.018 1.429  C23 1.094
46 H 3.782 0.078 7.376  C24 1.092
47 H 2.262 -0.489 8.107  C24 1.091
48 H 2.489 1.240 7.745  C24 1.090
49 H -3.368 1.507 -5.796  C25 1.094
50 H -4.089 1.644 -4.179  C25 1.094
51 H -4.999 0.871 -5.491  C25 1.093
52 H -4.072 -0.848 -3.970  C26 1.094
53 H -3.361 -0.999 -5.570  C26 1.093
54 H 0.040 -2.953 3.186  C27 1.093
55 H -0.018 -1.507 2.170  C27 1.093
56 H 1.927 -2.098 4.419  C28 1.091
57 H 2.300 -1.993 2.710  C28 1.092
58 H 0.988 0.449 3.828  C29 1.089

The spin multiplicity is 1. As for the HOMO-LUMO gap: 7.81 eV. Its total charge is -1. The calculation puts the HOMO energy at -0.1996 Ha.

***

4.
DFT (the ωB97M-V functional and the def2-TZVPD basis) results for a cluster of 5 separate species, C10H30BrN6O4 in total in a non-equilibrium geometry.

Last columns: bonded neighbours and bond lengths (Å).
Element x y z (Å)
1 Br -10.757 9.044 -5.282  no bonds
2 C -14.998 5.330 -5.965  C3 1.536, H8 1.095, H9 1.091, H10 1.088
3 C -14.726 6.821 -5.719  C2 1.536, C4 1.561, N7 1.447, H11 1.090
4 C -14.832 7.256 -4.223  C3 1.561, O5 1.434, H12 1.094, H13 1.092
5 O -16.177 7.147 -3.740  C4 1.434, C6 1.406
6 C -16.489 8.111 -2.765  O5 1.406, H14 1.094, H15 1.094, H16 1.094
7 N -13.378 7.091 -6.175  C3 1.447, H17 1.011, H18 1.011
8 H -16.022 5.116 -5.640  C2 1.095
9 H -14.436 4.599 -5.382  C2 1.091
10 H -14.859 5.216 -7.038  C2 1.088
11 H -15.443 7.437 -6.262  C3 1.090
12 H -14.572 8.318 -4.277  C4 1.094
13 H -14.076 6.738 -3.630  C4 1.092
14 H -16.718 9.115 -3.131  C6 1.094
15 H -15.750 8.153 -1.961  C6 1.094
16 H -17.406 7.749 -2.290  C6 1.094
17 H -13.162 8.078 -6.209  N7 1.011
18 H -12.673 6.626 -5.620  N7 1.011
19 C -14.117 10.719 -7.075  C20 1.496, H25 1.097, H26 1.092, H27 1.094
20 C -13.647 11.878 -6.252  C19 1.496, C21 1.558, N24 1.472, H28 1.093
21 C -13.585 11.479 -4.747  C20 1.558, O22 1.448, H29 1.093, H30 1.101
22 O -13.246 12.633 -3.941  C21 1.448, C23 1.443
23 C -11.917 12.512 -3.390  O22 1.443, H31 1.090, H32 1.092, H33 1.091
24 N -12.333 12.371 -6.693  C20 1.472, H34 1.006, H35 1.015
25 H -15.184 10.512 -6.927  C19 1.097
26 H -13.670 9.737 -6.906  C19 1.092
27 H -14.048 10.763 -8.166  C19 1.094
28 H -14.326 12.734 -6.299  C20 1.093
29 H -13.183 10.484 -4.541  C21 1.093
30 H -14.643 11.353 -4.472  C21 1.101
31 H -11.153 12.246 -4.121  C23 1.090
32 H -11.859 11.768 -2.593  C23 1.092
33 H -11.669 13.455 -2.902  C23 1.091
34 H -11.874 12.702 -5.861  N24 1.006
35 H -11.805 11.575 -7.037  N24 1.015
36 C -11.946 8.614 -0.987  O37 1.227, N38 1.361, N39 1.347
37 O -12.508 8.739 0.096  C36 1.227
38 N -10.967 7.689 -1.184  C36 1.361, H40 1.006, H41 1.007
39 N -12.262 9.332 -2.082  C36 1.347, H42 1.011, H43 1.006
40 H -10.332 7.810 -1.953  N38 1.006
41 H -10.785 7.223 -0.310  N38 1.007
42 H -11.687 9.336 -2.913  N39 1.011
43 H -13.033 9.962 -1.940  N39 1.006
44 C -7.708 11.534 -6.165  O45 1.232, N46 1.339, N47 1.363
45 O -6.979 12.452 -6.544  C44 1.232
46 N -8.173 11.348 -4.924  C44 1.339, H48 1.016, H49 1.001
47 N -8.127 10.545 -7.004  C44 1.363, H50 0.999, H51 1.015
48 H -8.789 10.546 -4.835  N46 1.016
49 H -8.170 12.019 -4.182  N46 1.001
50 H -7.827 10.502 -7.956  N47 0.999
51 H -8.810 9.917 -6.591  N47 1.015

The spin multiplicity is 1. As for the HOMO-LUMO gap: 8.82 eV. Its energy above the lowest of the compared OMol25 structures with the same formula, charge and spin is 40.7 kJ/mol. Its total charge is -1. The calculation puts the HOMO energy at -0.2188 Ha.

***

5.
DFT (the ωB97M-V functional and the def2-TZVPD basis) results for a cluster of 4 separate species, C19H44BO17P3 in total in a non-equilibrium geometry.

Last columns: bonded neighbours and bond lengths (Å).
Element x y z (Å)
1 C 4.956 1.170 1.242  B2 1.574, H17 1.090, H18 1.087, H19 1.084
2 B 4.907 1.973 -0.111  C1 1.574, O3 1.392, C4 1.612
3 O 5.953 1.811 -1.014  B2 1.392, H20 0.967
4 C 3.672 2.941 -0.480  B2 1.612, C5 1.525, C12 1.546, C15 1.540
5 C 2.285 2.324 -0.323  C4 1.525, C6 1.553, H21 1.085, H22 1.085
6 C 2.119 0.955 -1.038  C5 1.553, C7 1.532, H23 1.087, H24 1.088
7 C 0.859 0.982 -1.908  C6 1.532, C8 1.527, H25 1.088, H26 1.086
8 C -0.437 0.977 -1.100  C7 1.527, O9 1.433, H27 1.084, H28 1.087
9 O -1.081 2.256 -1.056  C8 1.433, C10 1.340
10 C -1.000 2.891 0.121  O9 1.340, O11 1.169, H29 1.095
11 O -1.135 2.393 1.171  C10 1.169
12 C 4.004 3.600 -1.838  C4 1.546, C13 1.530, H30 1.085, H31 1.078
13 C 3.032 4.780 -1.805  C12 1.530, O14 1.415, H32 1.082, H33 1.094
14 O 3.052 5.182 -0.449  C13 1.415, C15 1.361
15 C 3.666 4.250 0.331  C4 1.540, O14 1.361, O16 1.151
16 O 4.095 4.448 1.381  C15 1.151
17 H 5.886 1.442 1.741  C1 1.090
18 H 4.971 0.102 1.043  C1 1.087
19 H 4.139 1.426 1.906  C1 1.084
20 H 5.658 1.225 -1.724  O3 0.967
21 H 2.064 2.212 0.733  C5 1.085
22 H 1.541 3.006 -0.720  C5 1.085
23 H 2.057 0.191 -0.268  C6 1.087
24 H 2.969 0.718 -1.675  C6 1.088
25 H 0.904 1.857 -2.554  C7 1.088
26 H 0.899 0.107 -2.549  C7 1.086
27 H -1.126 0.298 -1.588  C8 1.084
28 H -0.243 0.550 -0.120  C8 1.087
29 H -0.827 3.970 0.048  C10 1.095
30 H 4.961 4.091 -1.697  C12 1.085
31 H 3.971 2.989 -2.726  C12 1.078
32 H 3.209 5.564 -2.531  C13 1.082
33 H 2.043 4.393 -2.068  C13 1.094
34 C -3.016 -3.808 2.545  O35 1.427, H42 1.087, H43 1.091, H44 1.091
35 O -3.330 -2.485 2.113  C34 1.427, P36 1.596
36 P -3.615 -1.367 3.216  O35 1.596, O37 1.462, O38 1.588, O40 1.567
37 O -2.492 -1.096 4.111  P36 1.462
38 O -4.964 -1.808 3.930  P36 1.588, C39 1.430
39 C -4.902 -2.662 5.074  O38 1.430, H45 1.090, H46 1.090, H47 1.087
40 O -4.127 -0.166 2.348  P36 1.567, C41 1.440
41 C -3.166 0.558 1.557  O40 1.440, H48 1.090, H49 1.086, H50 1.081
42 H -2.346 -4.256 1.816  C34 1.087
43 H -2.524 -3.807 3.519  C34 1.091
44 H -3.931 -4.400 2.594  C34 1.091
45 H -3.892 -2.723 5.480  C39 1.090
46 H -5.244 -3.660 4.795  C39 1.090
47 H -5.563 -2.265 5.840  C39 1.087
48 H -3.483 0.520 0.514  C41 1.090
49 H -2.168 0.138 1.646  C41 1.086
50 H -3.151 1.586 1.891  C41 1.081
51 C 7.689 -0.002 -6.686  O52 1.427, H59 1.087, H60 1.091, H61 1.091
52 O 7.783 -0.101 -5.266  C51 1.427, P53 1.597
53 P 9.110 -0.719 -4.628  O52 1.597, O54 1.462, O55 1.585, O57 1.570
54 O 10.330 0.031 -4.922  P53 1.462
55 O 9.122 -2.243 -5.063  P53 1.585, C56 1.430
56 C 9.766 -2.621 -6.283  O55 1.430, H62 1.090, H63 1.090, H64 1.088
57 O 8.716 -0.846 -3.115  P53 1.570, C58 1.436
58 C 8.638 0.355 -2.332  O57 1.436, H65 1.083, H66 1.090, H67 1.088
59 H 7.083 0.868 -6.929  C51 1.087
60 H 8.671 0.116 -7.146  C51 1.091
61 H 7.202 -0.895 -7.080  C51 1.091
62 H 10.403 -1.826 -6.668  C56 1.090
63 H 9.008 -2.874 -7.024  C56 1.090
64 H 10.378 -3.499 -6.088  C56 1.088
65 H 7.644 0.429 -1.908  C58 1.083
66 H 8.840 1.244 -2.929  C58 1.090
67 H 9.365 0.293 -1.526  C58 1.088
68 C -8.019 -1.975 3.967  O69 1.429, H76 1.085, H77 1.092, H78 1.089
69 O -9.361 -1.515 4.142  C68 1.429, P70 1.592
70 P -10.483 -2.050 3.148  O69 1.592, O71 1.463, O72 1.585, O74 1.572
71 O -10.692 -3.497 3.187  P70 1.463
72 O -10.116 -1.451 1.727  P70 1.585, C73 1.430
73 C -9.260 -2.190 0.852  O72 1.430, H79 1.090, H80 1.090, H81 1.088
74 O -11.718 -1.158 3.533  P70 1.572, C75 1.432
75 C -12.384 -1.426 4.772  O74 1.432, H82 1.088, H83 1.089, H84 1.088
76 H -7.536 -2.005 4.938  C68 1.085
77 H -7.989 -2.974 3.527  C68 1.092
78 H -7.480 -1.277 3.328  C68 1.089
79 H -9.147 -3.225 1.175  C73 1.090
80 H -8.282 -1.710 0.817  C73 1.090
81 H -9.698 -2.179 -0.144  C73 1.088
82 H -12.373 -0.519 5.374  C75 1.088
83 H -11.902 -2.230 5.327  C75 1.089
84 H -13.414 -1.704 4.560  C75 1.088

The spin multiplicity is 1. As for the HOMO-LUMO gap: 10.27 eV. Its energy above the lowest of the compared OMol25 structures with the same formula, charge and spin is 47.1 kJ/mol. The calculation puts the HOMO energy at -0.3750 Ha.

***

Question: The lowest HOMO-LUMO gap belongs to which entry?
Answer: C19H29N4O6